Entry one
ORCA calculation (wB97M-V/def2-TZVPD) on a 8-piece molecular cluster, H16O8 overall.

Output
Charge: 0
HOMO: -11.1 eV
LUMO level: 0.2436 eV
Frontier orbital gap: 11.372 eV
SMILES: O.O.O.O.O.O.O.O

Positions of all 24 atoms, in Å:
O -1.61 -2.01 2.30
H -0.83 -1.55 2.57
H -1.83 -2.62 3.02
O 0.25 -0.16 3.17
H 0.46 0.57 2.55
H -0.11 0.30 3.90
O 1.53 2.39 -1.11
H 0.77 3.05 -0.96
H 1.16 1.63 -1.58
O 0.64 0.34 -2.65
H 0.43 0.28 -3.58
H 0.55 -0.55 -2.34
O -0.93 -2.11 -2.29
H -1.42 -1.55 -2.90
H -0.63 -1.56 -1.58
O 2.28 0.75 0.98
H 2.76 1.03 1.79
H 1.92 1.53 0.52
O -1.95 1.24 -1.00
H -1.33 0.76 -0.56
H -2.47 0.56 -1.40
O -0.10 -0.75 0.03
H 0.64 -0.18 0.37
H -0.19 -1.39 0.74


Entry two
ORCA calculation (wB97M-V/def2-TZVPD) on a 8-piece molecular cluster, H16O8 overall.

Output
Charge: 0
HOMO: -9.4 eV
LUMO level: 0.1119 eV
Frontier orbital gap: 9.484 eV
SMILES: O.O.O.O.O.O.O.O

Positions of all 24 atoms, in Å:
H 0.38 -1.24 0.54
H 0.34 0.10 -0.28
H 0.24 2.90 -1.63
H -0.10 3.96 -0.50
H 4.31 3.33 0.65
H 3.67 2.92 -0.62
H -2.09 1.86 2.82
H -0.63 2.36 2.59
H -0.54 0.25 -1.61
H -1.43 1.28 -0.78
H -3.90 -3.18 -0.60
H -2.55 -2.81 -0.16
H 0.16 -2.76 1.46
H 0.41 -4.15 1.25
H 2.19 -2.66 -0.56
H 2.76 -1.60 -1.48
O -0.04 -0.71 -0.15
O -0.46 3.30 -1.04
O 3.45 3.01 0.24
O -1.38 1.83 2.20
O -1.42 0.42 -1.30
O -3.35 -2.35 -0.38
O -0.26 -3.46 1.05
O 3.05 -2.11 -0.76


Of them, entry one has the highest stability.


Entry one
ORCA calculation (wB97M-V/def2-TZVPD) on a 8-piece molecular cluster, H16O8 overall.

Output
Charge: 0
HOMO: -10.5 eV
LUMO level: -0.3260 eV
Frontier orbital gap: 10.220 eV
SMILES: O.O.O.O.O.O.O.O

Positions of all 24 atoms, in Å:
O 6.84 14.21 0.49
H 6.96 15.06 0.04
H 5.89 14.11 0.58
O 2.84 16.24 2.44
H 3.72 16.09 2.85
H 3.03 16.53 1.55
O 5.00 16.76 7.21
H 5.84 16.63 6.74
H 4.69 17.62 6.91
O 5.96 11.74 2.04
H 5.85 11.46 1.12
H 6.91 11.84 2.15
O 4.83 16.47 4.28
H 3.96 16.59 4.69
H 5.11 17.36 4.03
O 6.88 14.77 3.84
H 6.77 14.51 2.92
H 6.11 15.35 4.04
O 8.32 15.44 6.13
H 8.76 16.24 5.83
H 7.82 15.12 5.36
O 5.79 12.63 5.57
H 6.27 13.37 5.18
H 5.01 13.02 5.97


Entry two
ORCA calculation (wB97M-V/def2-TZVPD) on a 8-piece molecular cluster, H16O8 overall.

Output
Charge: 0
HOMO: -10.2 eV
LUMO level: 0.0527 eV
Frontier orbital gap: 10.287 eV
SMILES: O.O.O.O.O.O.O.O

Positions of all 24 atoms, in Å:
H 0.91 -0.51 -1.34
H -0.15 -0.38 -0.27
H -4.36 -2.37 0.12
H -2.98 -2.52 -0.51
H 2.73 4.15 0.13
H 2.01 3.19 -0.81
H -0.31 0.41 2.13
H 1.00 0.41 1.37
H 3.72 -1.96 0.69
H 4.70 -0.89 1.16
H -3.77 1.76 0.50
H -4.46 2.26 -0.76
H 2.57 -2.77 -0.82
H 2.84 -2.17 -2.19
H -1.92 0.68 0.82
H -1.96 1.44 -0.49
O 0.68 -0.83 -0.46
O -3.55 -2.90 0.17
O 1.92 4.06 -0.39
O 0.45 -0.14 1.92
O 3.84 -1.00 0.72
O -4.26 1.45 -0.27
O 2.54 -1.94 -1.31
O -2.18 0.58 -0.10


Entry three
ORCA calculation (wB97M-V/def2-TZVPD) on a 8-piece molecular cluster, H16O8 overall.

Output
Charge: 0
HOMO: -11.2 eV
LUMO level: -0.0470 eV
Frontier orbital gap: 11.147 eV
SMILES: O.O.O.O.O.O.O.O

Positions of all 24 atoms, in Å:
O 0.12 2.65 1.69
H -0.05 2.53 2.62
H 0.80 2.01 1.50
O 0.97 0.59 -3.22
H 1.17 -0.17 -2.70
H 0.01 0.56 -3.31
O 2.14 0.89 1.73
H 2.91 1.48 1.65
H 2.34 0.23 1.01
O -0.13 -0.73 2.24
H -0.70 -0.19 1.65
H 0.71 -0.29 2.29
O -0.92 -3.22 0.47
H -1.05 -3.64 -0.37
H -1.85 -3.25 0.84
O 0.49 -1.03 -0.66
H 0.15 -1.61 0.03
H 0.41 -0.07 -0.43
O -2.54 -1.07 -1.74
H -1.81 -0.73 -2.23
H -2.28 -1.00 -0.82
O -0.60 1.80 -0.87
H -0.55 2.27 -0.04
H 0.24 1.99 -1.31


Entry four
ORCA calculation (wB97M-V/def2-TZVPD) on a 8-piece molecular cluster, H16O8 overall.

Output
Charge: 0
HOMO: -9.6 eV
LUMO level: -0.0673 eV
Frontier orbital gap: 9.561 eV
SMILES: O.O.O.O.O.O.O.O

Positions of all 24 atoms, in Å:
H 0.14 1.83 -0.44
H 0.01 0.23 -0.24
H -3.85 0.06 0.92
H -3.96 -1.46 1.02
H -1.67 -1.68 -1.88
H -1.31 -0.71 -3.01
H 3.72 -2.73 -0.17
H 2.95 -1.87 -1.22
H -3.85 1.71 -0.80
H -4.67 1.44 0.48
H 2.95 4.15 1.77
H 2.43 3.93 0.34
H 0.28 -2.24 2.62
H 1.50 -2.97 2.86
H 3.17 0.27 -0.55
H 2.04 -0.20 -1.20
O 0.45 0.92 -0.79
O -4.33 -0.63 1.30
O -1.64 -0.67 -2.10
O 3.81 -2.39 -1.07
O -4.67 1.30 -0.47
O 3.25 4.22 0.85
O 0.99 -2.55 2.10
O 2.26 0.03 -0.34


Of them, entry three has the highest stability.


Entry one
ORCA calculation (wB97M-V/def2-TZVPD) on a 8-piece molecular cluster, H16O8 overall.

Output
Charge: 0
HOMO: -10.6 eV
LUMO level: -0.5982 eV
Frontier orbital gap: 10.017 eV
SMILES: O.O.O.O.O.O.O.O

Positions of all 24 atoms, in Å:
O 1.16 1.74 0.75
H 1.15 2.66 1.07
H 1.20 1.82 -0.21
O 0.47 1.54 -2.12
H 0.53 2.43 -1.75
H 0.23 1.69 -3.04
O 2.40 -0.38 -3.76
H 1.95 -0.36 -4.61
H 1.80 0.05 -3.15
O -2.18 1.42 2.88
H -1.39 0.91 2.68
H -1.86 2.32 3.03
O 0.37 -3.70 -0.75
H 0.14 -2.77 -0.63
H -0.46 -4.17 -0.61
O -0.27 -0.88 -0.15
H -0.32 -0.43 -1.00
H 0.05 -0.20 0.46
O -2.92 -1.80 0.16
H -1.99 -1.53 0.24
H -3.16 -2.13 1.03
O 0.67 0.44 3.18
H 1.09 0.90 2.43
H 1.34 0.44 3.87


Entry two
ORCA calculation (wB97M-V/def2-TZVPD) on H16O8 as an isolated structure.

Output
Charge: 0
HOMO: -10.2 eV
LUMO level: -0.0720 eV
Frontier orbital gap: 10.150 eV

Positions of all 24 atoms, in Å:
H 0.44 -0.04 -2.13
H -0.26 1.16 -1.64
H 0.63 -1.06 -0.42
H 2.01 -2.19 -0.80
H 0.02 3.24 -0.85
H -0.76 2.11 0.08
H -1.30 -0.78 -0.80
H -3.02 -0.98 -1.45
H -1.26 1.32 1.87
H -2.05 0.41 0.59
H -0.03 -1.39 1.27
H -1.02 -2.73 0.21
H 1.21 0.20 1.37
H 0.92 -0.29 2.69
H 1.73 1.27 0.20
H 2.67 0.11 -0.35
O -0.55 0.20 -1.91
O 1.64 -0.99 -1.08
O 0.06 2.27 -0.46
O -2.15 -1.31 -0.47
O -2.06 1.37 1.17
O 0.07 -2.39 0.72
O 0.45 -0.22 1.86
O 2.60 0.73 0.36


Of them, entry one has the highest stability.


Entry one
ORCA calculation (wB97M-V/def2-TZVPD) on a 8-piece molecular cluster, H16O8 overall.

Output
Charge: 0
HOMO: -10.2 eV
LUMO level: 0.3551 eV
Frontier orbital gap: 10.561 eV
SMILES: O.O.O.O.O.O.O.O

Positions of all 24 atoms, in Å:
H 2.85 -0.50 -0.18
H 1.77 0.41 -0.75
H -2.42 -1.80 -0.89
H -3.38 -0.63 -1.02
H -1.57 -0.80 2.56
H -2.88 -0.83 1.80
H 1.94 -2.52 2.73
H 2.41 -1.76 1.50
H -1.10 0.44 -3.88
H -1.29 1.67 -4.76
H -2.37 1.52 0.49
H -2.76 1.08 -0.92
H 4.25 -0.58 1.71
H 4.55 -1.10 3.10
H 0.48 3.30 -0.18
H -0.09 2.83 -1.51
O 1.89 -0.43 -0.30
O -2.46 -0.84 -0.81
O -1.99 -1.19 1.78
O 1.64 -2.20 1.87
O -1.27 1.39 -3.83
O -3.14 1.31 -0.06
O 4.76 -1.25 2.18
O 0.18 2.51 -0.64


Entry two
ORCA calculation (wB97M-V/def2-TZVPD) on a 8-piece molecular cluster, H16O8 overall.

Output
Charge: 0
HOMO: -10.9 eV
LUMO level: 0.1270 eV
Frontier orbital gap: 11.035 eV
SMILES: O.O.O.O.O.O.O.O

Positions of all 24 atoms, in Å:
O 0.11 -0.04 4.70
H 0.08 -0.95 4.99
H -0.79 0.26 4.75
O -3.09 -1.45 -3.70
H -3.36 -2.36 -3.82
H -2.63 -1.24 -4.52
O 2.04 -2.63 -2.10
H 2.93 -3.00 -2.12
H 1.83 -2.49 -3.02
O 0.70 3.00 -1.31
H 0.51 2.06 -1.26
H 1.10 3.20 -0.46
O 1.78 2.92 2.70
H 1.68 3.67 3.29
H 1.22 2.24 3.08
O 3.46 -2.58 2.26
H 3.66 -1.65 2.30
H 2.60 -2.66 2.69
O -0.97 -0.14 0.19
H -1.35 -0.61 -0.56
H -0.25 -0.69 0.47
O -3.87 1.99 -3.10
H -3.63 1.08 -3.30
H -3.77 2.06 -2.15


Entry three
ORCA calculation (wB97M-V/def2-TZVPD) on a 8-piece molecular cluster, H16O8 overall.

Output
Charge: 0
HOMO: -10.6 eV
LUMO level: -0.1897 eV
Frontier orbital gap: 10.373 eV
SMILES: O.O.O.O.O.O.O.O

Positions of all 24 atoms, in Å:
H -0.34 1.11 -1.29
H 0.80 0.67 -0.37
H -4.87 0.05 -1.70
H -3.95 1.11 -1.95
H -0.02 -1.75 2.43
H -1.51 -1.26 2.35
H 1.57 -2.91 -0.85
H 1.58 -1.34 -0.68
H 3.21 -2.01 -1.13
H 4.40 -1.92 -2.08
H -4.13 0.58 1.03
H -3.49 0.45 2.30
H -0.97 0.19 0.55
H -2.00 -0.01 -0.40
H 4.30 2.82 1.09
H 5.75 3.14 1.27
O 0.32 0.40 -1.26
O -4.66 0.73 -2.38
O -0.93 -2.04 2.56
O 1.39 -2.21 -0.24
O 4.15 -1.79 -1.18
O -3.59 1.04 1.55
O -1.71 0.67 0.23
O 4.99 3.32 0.64


Entry four
ORCA calculation (wB97M-V/def2-TZVPD) on a 8-piece molecular cluster, H16O8 overall.

Output
Charge: 0
HOMO: -10.8 eV
LUMO level: -0.7734 eV
Frontier orbital gap: 10.011 eV
SMILES: O.O.O.O.O.O.O.O

Positions of all 24 atoms, in Å:
O -9.56 -18.97 -15.51
H -10.15 -19.38 -16.13
H -8.81 -18.77 -16.03
O -14.02 -18.56 -16.54
H -13.30 -18.53 -17.16
H -14.37 -17.72 -16.74
O -10.22 -19.69 -18.25
H -10.95 -19.11 -18.45
H -9.46 -19.11 -18.30
O -8.69 -17.49 -20.62
H -8.02 -18.20 -20.70
H -8.36 -16.86 -19.92
O -6.78 -19.19 -19.53
H -6.61 -20.13 -19.34
H -7.13 -18.86 -18.69
O -8.66 -21.47 -16.88
H -9.30 -21.22 -16.17
H -8.95 -21.02 -17.65
O -11.96 -17.57 -18.07
H -11.74 -17.26 -18.92
H -11.54 -17.05 -17.39
O -8.19 -17.97 -17.63
H -7.31 -17.78 -17.41
H -8.44 -17.03 -17.86


Of them, entry two has the highest stability.